# 1
{"formula": "C5H9N2", "method": "ωB97M-V/def2-TZVPD", "smiles": "C=[N+]1C[C@H]1[C@@H]1CN1", "homo_ev": -13.131, "total_charge": 1, "energy_ev": -8299.8990, "gap_ev": 8.148, "elements": ["C", "N", "C", "C", "C", "C", "N", "H", "H", "H", "H", "H", "H", "H", "H", "H"], "positions_angstrom": [[-1.032, 1.934, 1.101], [-0.256, 1.430, 0.283], [1.062, 1.089, -0.073], [-0.117, 0.469, -0.730], [-0.534, -1.004, -0.080], [0.406, -2.231, -0.065], [-0.725, -2.057, -0.962], [-2.149, 1.652, 1.046], [-0.529, 2.461, 1.965], [1.649, 0.430, 0.506], [1.695, 1.892, -0.477], [-0.473, 0.735, -1.715], [-1.176, -0.717, 0.775], [1.471, -2.209, -0.497], [0.216, -3.008, 0.662], [-0.621, -2.050, -1.918]], "atomic_forces_ev_per_a": [[-1.7, 0.3, 2.6], [0.2, -0.3, -0.1], [1.9, 1.2, -1.3], [-0.4, -2.8, 0.3], [1.6, 2.3, -1.0], [0.7, 0.9, -1.2], [-1.1, -1.5, 2.8], [1.8, 1.0, 0.1], [-1.1, -0.2, -1.0], [0.1, -0.5, 1.2], [-0.7, -0.2, -0.3], [0.0, -0.1, -0.1], [-0.2, -1.0, -0.6], [-1.8, 0.3, 0.8], [0.2, 0.2, 0.3], [0.4, 0.6, -2.4]]}



# 2
{"formula": "CH3NO3PS", "method": "ωB97M-V/def2-TZVPD", "homo_ev": -16.508, "total_charge": 1, "energy_ev": -28833.4760, "gap_ev": 8.667, "elements": ["C", "N", "O", "O", "O", "P", "S", "H", "H", "H"], "positions_angstrom": [[3.136, 0.409, -0.102], [3.649, 1.402, -0.128], [0.134, 0.151, -1.182], [-0.856, -1.452, 0.377], [0.285, 0.622, 1.259], [0.361, -0.536, 0.164], [2.087, -1.706, 0.056], [0.460, -0.394, -1.966], [-1.489, -0.777, 0.577], [0.248, 0.287, 2.151]], "atomic_forces_ev_per_a": [[-3.9, -7.9, 0.4], [2.0, 4.0, -0.1], [0.9, 0.1, -1.9], [0.7, -1.4, 0.5], [0.4, -0.9, -2.2], [1.5, 0.7, 0.7], [1.3, 4.1, 0.1], [-0.6, 1.1, 1.0], [-2.3, 0.3, 0.5], [0.1, -0.1, 1.1]]}



# 3
{"formula": "CBrCl2NO2", "method": "ωB97M-V/def2-TZVPD", "homo_ev": [-9.979, -11.149], "energy_ev": -101703.4127, "gap_ev": [6.263, 8.356], "elements": ["C", "N", "O", "O", "Cl", "Cl", "Br"], "positions_angstrom": [[-0.004, 0.355, -0.319], [1.066, -0.437, -0.020], [1.421, -1.297, -0.830], [1.700, -0.129, 1.007], [-0.818, 0.307, -1.829], [-0.426, 1.468, 0.883], [-2.941, -0.267, 1.108]], "atomic_forces_ev_per_a": [[-2.0, 1.5, -0.7], [3.0, -0.9, 0.2], [-0.6, 0.3, 0.4], [-0.6, -0.7, -0.7], [0.8, -0.1, 1.3], [-0.4, -0.1, -0.7], [-0.2, 0.0, 0.1]]}



# 4
{"formula": "C9H22ClIO2PSn", "method": "ωB97M-V/def2-TZVPD", "homo_ev": [-19.730, -19.139], "total_charge": 3, "energy_ev": -49493.3717, "gap_ev": [6.278, 4.113], "elements": ["C", "I", "H", "H", "H", "Sn", "P", "C", "C", "H", "H", "H", "C", "H", "H", "H", "H", "H", "H", "C", "O", "Cl", "C", "C", "O", "C", "C", "H", "H", "H", "H", "H", "H", "H", "H", "H", "H"], "positions_angstrom": [[1.320, -0.187, -0.034], [3.122, 1.306, 0.113], [1.929, -1.002, 0.267], [0.892, 0.524, 0.733], [1.191, -0.008, -1.191], [-1.151, -1.308, -0.218], [-0.719, 0.271, -2.828], [0.946, 0.822, -3.344], [-1.120, -0.803, -4.259], [-2.608, 1.822, -2.743], [-1.871, 1.736, -4.388], [-1.085, 2.663, -3.053], [-1.665, 1.768, -3.305], [-2.031, -1.411, -4.087], [-1.282, -0.170, -5.129], [1.044, 0.885, -4.432], [1.674, 0.084, -2.989], [-0.288, -1.508, -4.439], [1.158, 1.775, -2.847], [5.185, -0.299, -0.243], [5.911, -1.088, -0.571], [-2.937, 0.097, 0.521], [-1.539, 1.566, 3.408], [-0.422, 0.648, 2.998], [-0.850, -0.536, 2.353], [-0.781, -1.725, 3.114], [0.644, -2.112, 3.310], [-2.163, 1.947, 2.597], [-1.064, 2.446, 3.859], [-2.218, 1.038, 4.071], [0.240, 1.125, 2.281], [0.168, 0.421, 3.894], [-1.344, -1.633, 4.039], [-1.311, -2.415, 2.449], [1.153, -1.452, 4.010], [0.644, -3.121, 3.675], [1.229, -2.164, 2.410]], "atomic_forces_ev_per_a": [[1.9, 3.8, -1.9], [-0.4, 0.2, 0.0], [-0.2, -1.2, 0.4], [-0.6, -1.5, -0.8], [0.0, -0.6, 2.8], [-1.7, 1.3, 1.3], [-0.5, 1.1, -3.8], [0.7, -0.4, 1.7], [-0.2, -2.0, 1.0], [0.1, 0.1, -0.4], [0.1, -0.2, 0.4], [-0.1, -0.2, 0.0], [-0.7, 0.4, 1.4], [0.4, 0.4, -0.2], [0.1, 0.2, 0.0], [-0.4, 0.0, 0.1], [0.2, 0.1, -0.4], [-0.4, 0.3, 0.0], [0.1, -0.1, -0.3], [1.1, -1.1, -0.4], [-0.6, 0.7, 0.3], [0.8, -0.9, -1.1], [-0.4, 0.5, -0.4], [0.4, 0.4, 0.5], [-0.5, 0.3, -1.1], [-0.1, -0.4, -0.7], [0.2, -0.5, 0.8], [0.3, -0.2, -0.2], [-0.3, -0.3, 0.3], [0.1, 0.2, 0.5], [0.3, 0.5, 0.0], [0.0, -0.2, -0.3], [0.0, 0.1, 0.2], [0.0, -0.5, 0.4], [0.0, -0.2, 0.1], [0.2, -0.5, 0.6], [0.1, 0.2, -0.8]]}



# 5
{"formula": "C4H11NO", "method": "ωB97M-V/def2-TZVPD", "smiles": "CC(N)=O.CC", "homo_ev": -9.988, "energy_ev": -7863.9245, "gap_ev": 10.829, "elements": ["C", "C", "N", "O", "H", "H", "H", "H", "H", "C", "C", "H", "H", "H", "H", "H", "H"], "positions_angstrom": [[1.858, 0.713, 1.078], [2.167, -0.030, -0.182], [1.374, 0.291, -1.278], [2.921, -0.972, -0.291], [2.762, 1.218, 1.425], [1.224, 0.187, 1.791], [1.206, 1.588, 0.920], [1.783, 0.036, -2.159], [0.705, 1.040, -1.337], [-2.212, -0.542, -0.714], [-1.738, -0.441, 0.740], [-1.352, -0.707, -1.373], [-2.694, 0.366, -1.075], [-2.850, -1.394, -0.938], [-1.766, 0.605, 1.042], [-0.878, -1.063, 0.979], [-2.510, -0.895, 1.370]], "atomic_forces_ev_per_a": [[-0.7, 1.8, 0.0], [-1.6, -0.7, -1.0], [0.4, 0.3, -0.1], [0.6, 0.4, 0.5], [0.1, -0.8, 0.6], [0.9, -0.6, 0.3], [0.1, -0.2, -0.7], [-0.1, -0.4, -0.1], [0.2, 0.1, 0.5], [1.0, -0.3, -0.7], [-1.9, -0.6, 0.1], [0.0, 0.2, 0.0], [-0.2, 0.0, 0.2], [-0.3, 0.0, 0.3], [0.9, -0.1, 0.2], [0.5, 0.6, -0.2], [-0.1, 0.1, 0.1]]}



# 6
{"formula": "C30H43BCl28IO5", "method": "ωB97M-V/def2-TZVPD", "homo_ev": -5.206, "total_charge": -1, "energy_ev": -401444.3409, "gap_ev": 6.636, "elements": ["O", "C", "O", "C", "O", "B", "I", "O", "C", "C", "O", "C", "C", "C", "C", "C", "C", "C", "C", "C", "C", "C", "C", "H", "H", "H", "H", "H", "H", "H", "H", "H", "H", "H", "H", "H", "H", "H", "C", "Cl", "Cl", "H", "H", "C", "Cl", "Cl", "H", "H", "C", "Cl", "Cl", "H", "H", "C", "Cl", "Cl", "H", "H", "C", "Cl", "Cl", "H", "H", "C", "Cl", "Cl", "H", "H", "C", "Cl", "Cl", "H", "H", "C", "Cl", "Cl", "H", "H", "C", "Cl", "Cl", "H", "H", "C", "Cl", "Cl", "H", "H", "C", "Cl", "Cl", "H", "H", "C", "Cl", "Cl", "H", "H", "C", "Cl", "Cl", "H", "H", "C", "Cl", "Cl", "H", "H"], "positions_angstrom": [[1.369, 1.851, 2.982], [0.843, 1.524, 1.888], [-0.435, 2.088, 1.562], [-0.846, 1.811, 0.192], [-0.127, 2.659, -0.757], [-1.067, 2.896, -1.906], [-0.425, 4.151, -3.601], [-2.282, 3.374, -1.185], [-2.358, 2.395, -0.122], [-3.160, 2.766, 1.214], [-4.581, 3.006, 1.000], [-5.266, 1.805, 0.578], [-5.157, 0.379, 1.259], [-5.976, -0.831, 0.696], [-6.923, -0.699, -0.531], [-7.008, 0.692, -1.235], [-6.189, 1.893, -0.678], [1.567, 0.453, 0.919], [1.188, -1.040, 1.193], [1.815, -2.122, 0.266], [2.752, -1.631, -0.859], [3.147, -0.145, -1.113], [2.522, 0.936, -0.196], [-0.995, 0.706, -0.117], [-1.141, 1.810, -2.395], [-2.865, 1.513, -0.682], [-2.958, 1.901, 1.958], [-2.668, 3.694, 1.695], [-4.456, 0.265, 2.176], [-5.867, -1.847, 1.221], [-7.513, -1.611, -0.865], [-7.662, 0.841, -2.156], [-6.291, 2.881, -1.242], [0.468, -1.290, 2.047], [1.515, -3.208, 0.460], [3.193, -2.406, -1.565], [3.846, 0.201, -1.945], [2.697, 2.057, -0.282], [1.749, -6.146, 2.278], [0.852, -5.460, 0.918], [0.955, -5.784, 3.815], [1.806, -7.227, 2.155], [2.752, -5.722, 2.290], [5.640, -3.716, -4.712], [5.331, -2.006, -4.388], [4.182, -4.687, -4.462], [5.966, -3.827, -5.745], [6.418, -4.068, -4.039], [2.350, 5.420, -0.054], [3.272, 4.974, 1.388], [3.093, 4.763, -1.517], [1.338, 5.024, 0.036], [2.316, 6.506, -0.131], [2.605, 1.802, -4.989], [2.825, 2.821, -3.560], [3.799, 0.497, -5.050], [1.606, 1.367, -4.960], [2.714, 2.417, -5.881], [-6.991, 5.152, 1.301], [-6.451, 6.815, 1.565], [-8.029, 5.036, -0.126], [-6.119, 4.515, 1.157], [-7.552, 4.819, 2.173], [-4.219, 0.300, 5.630], [-3.988, 1.534, 4.388], [-4.263, -1.319, 4.923], [-3.395, 0.354, 6.340], [-5.161, 0.487, 6.144], [3.016, -1.959, 4.687], [4.109, -3.342, 4.858], [2.641, -1.643, 2.986], [2.090, -2.172, 5.220], [3.492, -1.078, 5.113], [8.066, -6.535, -2.730], [8.598, -4.875, -2.433], [6.950, -6.613, -4.098], [8.937, -7.152, -2.949], [7.562, -6.910, -1.841], [2.490, 1.112, 7.300], [3.588, -0.262, 7.495], [2.129, 1.413, 5.596], [1.561, 0.898, 7.826], [2.958, 1.999, 7.725], [4.762, 7.410, -3.250], [5.249, 9.087, -2.963], [3.678, 7.290, -4.641], [5.651, 6.811, -3.441], [4.247, 7.035, -2.366], [6.689, -10.741, -4.619], [8.126, -9.830, -4.141], [6.196, -10.338, -6.267], [6.911, -11.805, -4.566], [5.874, -10.499, -3.937], [-5.118, -4.076, 7.850], [-4.578, -2.411, 8.097], [-6.161, -4.207, 6.429], [-4.245, -4.713, 7.708], [-5.673, -4.402, 8.728], [0.041, -2.082, -4.283], [-0.120, -0.793, -3.087], [0.725, -1.467, -5.793], [0.698, -2.856, -3.886], [-0.943, -2.502, -4.486], [-7.626, 6.792, -3.687], [-6.535, 5.405, -3.627], [-8.074, 7.184, -5.352], [-8.528, 6.557, -3.124], [-7.128, 7.653, -3.243]], "atomic_forces_ev_per_a": [[-2.1, -1.1, -4.0], [1.0, 0.7, 2.1], [2.7, -2.0, -1.1], [-2.1, 2.5, -2.7], [0.6, -1.5, 1.8], [-0.5, -0.9, 1.8], [0.0, 0.7, -0.1], [0.5, -0.7, 1.4], [-1.0, -1.1, -0.5], [2.1, -0.1, -0.1], [-0.4, -2.9, -0.5], [-2.0, -3.0, -1.8], [-1.7, 0.8, -2.4], [-0.2, 3.1, -1.3], [2.4, 3.3, 1.5], [2.2, -0.7, 3.4], [0.0, -2.5, 1.2], [-0.1, -1.5, -1.4], [1.6, 1.7, -4.1], [0.2, 4.3, -0.4], [-0.8, 1.8, 1.5], [-2.7, -0.5, 3.3], [-1.1, -3.9, 0.9], [1.4, 1.5, 0.9], [-0.7, -0.4, -0.6], [0.4, 1.0, 1.4], [-0.6, 1.3, -1.3], [-1.2, -1.3, -0.9], [-1.5, 0.0, -1.9], [-0.2, 1.8, -0.9], [0.9, 1.5, 0.4], [1.1, -0.2, 1.5], [0.3, -1.5, 1.0], [1.0, 0.5, -1.9], [0.8, 2.0, -0.6], [-0.6, 1.1, 1.1], [-1.1, -0.8, 1.2], [-0.2, -1.8, -0.1], [0.3, -0.1, 0.0], [0.0, -0.3, 0.0], [0.1, -0.1, 0.0], [-0.1, 0.2, 0.0], [-0.2, 0.1, 0.0], [0.3, 0.2, 0.0], [0.2, -0.3, 0.0], [-0.1, 0.0, 0.0], [-0.2, 0.0, 0.1], [-0.3, 0.1, 0.0], [-0.4, 0.2, 0.0], [0.0, 0.0, 0.1], [0.0, 0.4, 0.4], [0.2, -0.2, -0.1], [0.1, -0.2, 0.0], [-0.3, 0.3, 0.0], [0.2, -0.6, -0.5], [-0.1, 0.1, -0.2], [0.2, 0.0, 0.1], [0.1, -0.1, 0.2], [0.2, -0.3, 0.2], [0.0, 0.0, 0.1], [-0.1, 0.0, 0.0], [-0.1, 0.2, -0.1], [0.0, 0.2, -0.2], [0.0, 0.1, 0.2], [0.0, 0.1, 0.3], [0.0, 0.0, -0.2], [0.0, 0.0, -0.2], [0.1, -0.1, -0.2], [0.0, 0.3, 0.0], [0.1, -0.2, 0.2], [1.1, -0.5, 1.8], [0.2, -0.1, -0.1], [0.0, -0.3, -0.2], [0.1, -0.2, 0.1], [0.1, 0.0, 0.1], [0.1, -0.2, 0.1], [-0.1, 0.2, -0.1], [0.0, 0.2, -0.2], [-0.3, 0.4, -0.1], [0.1, 0.0, 0.4], [0.0, 0.0, 0.3], [0.2, -0.1, -0.1], [0.0, -0.2, -0.1], [0.0, -0.3, 0.1], [0.1, 0.1, 0.1], [0.0, -0.1, 0.1], [-0.1, 0.2, 0.0], [0.0, 0.1, -0.2], [-0.2, -0.1, 0.1], [0.1, -0.2, 0.1], [-0.1, -0.1, 0.0], [0.1, 0.2, -0.1], [0.1, 0.1, -0.2], [0.0, -0.2, 0.1], [0.0, -0.1, 0.3], [0.0, -0.1, 0.0], [-0.1, 0.2, -0.1], [0.0, 0.2, -0.2], [-0.1, -0.1, 0.3], [0.0, -0.1, -0.1], [0.0, -0.1, -0.1], [0.0, 0.2, -0.1], [0.1, 0.2, 0.0], [0.0, 0.0, 0.3], [0.0, 0.1, 0.1], [-0.1, 0.1, 0.0], [0.1, 0.0, -0.2], [0.0, -0.2, -0.2]]}